{"formula": "C22H24BN10OPdS", "method": "ωB97M-V/def2-TZVPD", "species": ["Pd", "C", "C", "N", "N", "C", "B", "N", "C", "C", "C", "N", "N", "C", "C", "C", "N", "N", "C", "C", "C", "N", "H", "H", "H", "H", "H", "H", "H", "H", "H", "H", "H", "H", "C", "S", "O", "C", "C", "C", "C", "C", "C", "H", "H", "H", "H", "H", "H", "H", "H", "N", "C", "C", "N", "C", "H", "H", "H", "H"], "coordinates": [[0.297066, 0.207630, -0.859674], [-0.517240, 1.973159, 3.415582], [0.318568, 1.951382, 2.292933], [0.182189, 0.828129, 1.606614], [-0.747212, 0.096504, 2.272398], [-1.176826, 0.765630, 3.362881], [-1.005905, -1.352990, 1.775265], [-1.930261, -1.387223, 0.514373], [-3.100355, -2.050306, 0.415984], [-3.539491, -1.976933, -0.884744], [-2.545068, -1.241993, -1.537307], [-1.589182, -0.883623, -0.695139], [0.372966, -1.996531, 1.466225], [1.226528, -2.550756, 2.350491], [2.408894, -2.822618, 1.698798], [2.182171, -2.373617, 0.389968], [0.965182, -1.868947, 0.259160], [-1.690570, -2.246199, 2.826567], [-1.633689, -3.600142, 2.872655], [-2.609409, -4.042598, 3.729937], [-3.253813, -2.862982, 4.147443], [-2.719842, -1.792549, 3.585725], [-0.629214, 2.749109, 4.152655], [0.988733, 2.722640, 1.940195], [-1.923470, 0.333812, 4.002724], [-3.543415, -2.516141, 1.279787], [-4.440879, -2.392929, -1.298622], [-2.480914, -0.965200, -2.577328], [0.935332, -2.708515, 3.375611], [3.292917, -3.281827, 2.106031], [2.848771, -2.381422, -0.458753], [-0.912172, -4.146809, 2.289134], [-2.822819, -5.059187, 4.012216], [-4.082849, -2.748626, 4.829309], [-1.107715, 4.562596, -1.704439], [-0.602787, 3.059914, -0.873307], [-1.893203, 2.419979, -0.490570], [0.024235, 2.214817, -2.325676], [1.193421, 2.677368, -2.945547], [1.607681, 2.105137, -4.123801], [0.866322, 1.064511, -4.702345], [-0.291403, 0.623750, -4.101978], [-0.730147, 1.197671, -2.897701], [-1.831341, 4.290066, -2.472277], [-0.241623, 5.062517, -2.139392], [-1.569668, 5.192672, -0.946928], [1.773061, 3.472616, -2.489257], [2.509242, 2.461372, -4.605959], [1.199119, 0.620037, -5.631391], [-0.878212, -0.160370, -4.563965], [-1.703132, 0.982346, -2.478241], [4.482575, 1.364121, -0.505239], [4.580998, 0.562306, -1.621905], [3.313736, 0.148374, -1.881660], [2.452018, 0.682796, -0.947712], [3.183069, 1.401199, -0.137074], [5.240555, 1.815525, -0.025149], [5.519285, 0.363485, -2.107132], [2.956697, -0.489943, -2.671452], [2.822499, 1.927803, 0.731002]], "forces_ev_per_angstrom": [[0.313, -0.657, 0.070], [0.019, -0.044, -0.004], [-0.026, 0.140, -0.097], [-0.137, -0.117, 0.042], [0.179, -0.119, -0.032], [-0.044, -0.042, -0.088], [-0.066, 0.004, 0.056], [0.229, -0.064, -0.133], [0.012, 0.041, 0.081], [0.048, -0.017, -0.041], [-0.013, 0.075, -0.076], [-0.095, 0.115, 0.367], [-0.084, 0.105, -0.155], [0.032, 0.070, 0.046], [-0.039, 0.001, -0.016], [0.059, 0.045, -0.044], [-0.020, -0.101, 0.114], [-0.173, 0.149, -0.071], [0.083, -0.022, 0.046], [-0.027, 0.022, -0.012], [-0.050, 0.033, -0.029], [0.215, -0.031, 0.076], [0.004, -0.007, -0.004], [-0.024, -0.023, 0.011], [-0.024, -0.033, 0.027], [-0.020, -0.005, -0.033], [0.012, 0.001, -0.005], [-0.038, -0.014, 0.008], [0.008, -0.005, -0.009], [-0.009, -0.004, -0.004], [0.004, -0.020, 0.024], [-0.006, 0.001, 0.022], [-0.003, 0.015, -0.008], [0.010, -0.011, -0.024], [0.049, 0.190, -0.218], [-0.425, -0.053, 0.378], [0.345, 0.045, -0.127], [-0.055, 0.250, -0.189], [-0.026, -0.047, 0.192], [-0.024, -0.133, -0.140], [0.139, 0.127, 0.013], [-0.047, -0.080, 0.154], [-0.059, 0.166, -0.202], [-0.009, 0.057, 0.012], [-0.041, 0.016, -0.001], [-0.007, 0.016, -0.010], [-0.015, -0.002, 0.010], [-0.005, -0.018, -0.010], [-0.004, 0.003, 0.000], [-0.005, 0.000, 0.011], [0.014, -0.018, 0.051], [0.023, -0.052, -0.067], [0.022, 0.061, 0.128], [-0.094, 0.071, 0.030], [-0.067, -0.067, -0.227], [-0.013, -0.017, 0.130], [-0.001, -0.007, -0.003], [-0.004, 0.004, -0.001], [-0.008, 0.012, 0.002], [-0.012, -0.007, -0.021]], "e_above_lowest_kcal_mol": 10.5, "lumo_ha": [0.01152, 0.01125], "s_squared": 0.7535, "spin_multiplicity": 2, "homo_lumo_gap_ev": [7.70, 7.98], "total_charge": 0, "homo_energy_ev": [-7.39, -7.67]}



{"formula": "C22H24Cl4N4", "method": "ωB97M-V/def2-TZVPD", "species": ["C", "Cl", "Cl", "H", "H", "C", "Cl", "Cl", "H", "H", "N", "C", "C", "C", "C", "C", "H", "H", "H", "H", "H", "N", "C", "C", "C", "C", "C", "H", "H", "H", "H", "H", "N", "C", "C", "C", "C", "C", "H", "H", "H", "H", "H", "N", "C", "C", "C", "C", "C", "H", "H", "H", "H", "H"], "coordinates": [[3.056342, 0.088409, -6.468557], [2.652449, 1.795898, -6.925335], [3.983059, 0.157185, -4.904584], [2.175759, -0.512223, -6.240752], [3.612226, -0.367718, -7.287724], [2.903387, -4.606263, -0.127777], [2.372478, -4.531358, -1.880457], [2.538706, -6.149161, 0.588071], [3.989562, -4.515691, -0.139021], [2.556639, -3.739610, 0.435051], [-2.064968, -2.005100, 2.981036], [-1.208632, -0.952948, 2.897631], [-0.963587, -0.095755, 3.963112], [-1.591172, -0.335123, 5.179917], [-2.314870, -1.561810, 5.294091], [-2.562694, -2.365775, 4.167131], [-0.724274, -0.683836, 1.970604], [-0.349012, 0.790666, 3.908739], [-1.576431, 0.365015, 6.002095], [-2.777863, -1.835443, 6.230651], [-3.117667, -3.289494, 4.238777], [-4.579527, -1.235092, -1.052177], [-5.495607, -0.692217, -1.911862], [-5.422369, 0.638597, -2.409854], [-4.351310, 1.421934, -2.087548], [-3.385070, 0.934724, -1.281509], [-3.518695, -0.410019, -0.814636], [-6.339681, -1.334909, -2.114053], [-6.201692, 0.968179, -3.080987], [-4.243170, 2.366142, -2.600548], [-2.459207, 1.438287, -1.045732], [-2.840292, -0.876667, -0.115770], [4.564362, 2.706938, 2.420080], [3.891431, 3.779038, 2.787443], [2.487719, 3.842977, 2.775766], [1.761076, 2.685717, 2.417558], [2.456266, 1.530999, 1.994712], [3.875877, 1.611015, 2.007726], [4.460618, 4.662945, 3.034697], [1.955184, 4.759464, 2.982778], [0.681788, 2.654542, 2.393972], [1.961563, 0.649841, 1.613609], [4.480142, 0.803406, 1.621667], [0.294051, -0.112227, -0.391765], [0.057817, 1.126843, -0.907666], [0.253280, 1.325821, -2.262692], [0.711947, 0.353403, -3.134696], [0.872944, -0.929606, -2.544789], [0.666851, -1.140823, -1.196336], [-0.270815, 1.877451, -0.204114], [0.214520, 2.292520, -2.742667], [0.907148, 0.553013, -4.177986], [1.200288, -1.786765, -3.114457], [0.763128, -2.115337, -0.740861]], "forces_ev_per_angstrom": [[0.139, 0.701, 0.772], [-0.076, -1.083, 0.040], [-0.221, -0.332, -0.978], [-0.084, 0.462, -0.213], [0.232, 0.224, 0.390], [0.997, 0.438, -0.963], [0.154, 0.140, 1.135], [-0.352, -0.062, 0.252], [-0.141, -0.111, -0.250], [-0.666, -0.381, -0.171], [1.081, 0.088, -0.626], [-0.939, -0.228, 0.845], [-0.465, 0.113, 0.920], [-0.970, -2.138, -0.438], [-0.085, 0.922, -0.204], [1.380, 1.800, 0.318], [-0.231, -0.508, -0.517], [0.173, -0.016, -0.490], [0.279, -0.069, 0.091], [0.025, 0.028, 0.159], [-0.200, 0.029, -0.131], [0.245, 2.253, -1.553], [0.809, 0.784, 1.045], [-0.984, -2.445, 0.147], [-0.227, 0.970, -1.194], [1.188, -2.685, 1.315], [-1.326, -0.001, 0.279], [-0.131, 0.051, -0.254], [-0.007, 0.125, -0.018], [-0.017, 0.341, 0.285], [-0.210, 0.239, -0.002], [0.566, 0.336, -0.043], [-0.164, -1.322, -0.494], [-1.314, 0.123, -0.277], [-0.256, -1.207, -0.328], [1.162, -0.242, -0.326], [1.473, 1.339, 0.445], [-0.997, 1.086, 0.285], [0.167, 0.047, 0.160], [0.097, 0.062, 0.218], [-0.133, 0.285, 0.085], [-0.133, -0.025, 0.094], [0.047, -0.167, 0.115], [-0.385, 0.294, 0.084], [0.850, -2.781, -0.177], [0.607, 1.352, -1.248], [-0.282, -1.984, 2.086], [0.322, 0.205, -1.109], [-0.688, 2.304, 0.252], [0.075, 0.178, -0.094], [-0.517, 0.482, 0.473], [-0.001, 0.008, 0.056], [0.033, 0.007, -0.291], [0.101, -0.027, 0.043]], "smiles": "c1ccncc1.c1ccncc1.c1ccncc1.c1ccncc1.ClCCl.ClCCl", "e_above_lowest_kcal_mol": 14.6, "lumo_ha": 0.01591, "homo_lumo_gap_ev": 9.79, "total_charge": 0, "homo_energy_ev": -9.36}



{"formula": "C22H24ClO3Ru", "method": "ωB97M-V/def2-TZVPD", "species": ["Ru", "C", "C", "C", "H", "C", "C", "H", "H", "H", "H", "C", "C", "C", "H", "C", "C", "H", "H", "H", "H", "O", "C", "C", "C", "C", "C", "H", "H", "H", "H", "H", "H", "H", "H", "H", "H", "Cl", "C", "C", "C", "C", "C", "C", "C", "O", "O", "H", "H", "H", "H"], "coordinates": [[0.315482, -0.789900, 0.187789], [-1.319447, -2.057666, -0.623210], [-0.930693, -1.333531, -1.800007], [0.442025, -1.600881, -2.065281], [-1.598209, -0.738177, -2.406655], [0.962093, -2.413290, -0.993900], [-0.156246, -2.759703, -0.119092], [-0.142607, -3.442498, 0.721997], [-2.306716, -2.115306, -0.198263], [1.008002, -1.236020, -2.911262], [1.958976, -2.820688, -0.943975], [0.366503, 0.520952, 2.091507], [0.328911, -0.898774, 2.303096], [1.518209, -1.453363, 1.713854], [-0.440726, -1.460170, 2.836688], [2.262430, -0.379635, 1.132941], [1.551737, 0.833437, 1.386760], [1.856548, 1.825560, 1.053190], [-0.387549, 1.243874, 2.405109], [1.849721, -2.495694, 1.766656], [3.227545, -0.464552, 0.643617], [-0.552079, 1.474650, -1.528142], [3.943770, 1.119418, -2.462993], [2.778507, 1.593312, -3.066387], [4.036110, -0.343023, -2.449262], [4.295566, 1.938202, -1.248441], [0.338201, 1.835025, -2.363606], [2.424133, 0.943204, -3.926486], [2.758167, 2.712007, -3.047133], [0.878231, 2.918280, -2.420652], [0.511804, 1.193562, -3.398231], [5.052069, -0.619593, -2.812263], [3.229249, -0.700635, -3.195019], [3.885747, -0.608221, -1.355353], [5.215750, 2.525653, -1.476138], [4.417331, 1.160687, -0.451108], [3.455492, 2.706103, -1.123260], [-5.949746, -1.345376, 4.675105], [-5.025012, -0.546504, 3.487522], [-5.417316, 0.742319, 3.066522], [-4.680593, 1.377268, 2.078315], [-3.624131, 0.714267, 1.494868], [-3.174584, -0.544105, 1.957232], [-3.894745, -1.191104, 2.950361], [-2.913817, 1.414025, 0.364644], [-3.491307, 2.313788, -0.270409], [-1.775830, 0.856883, 0.363713], [-6.288463, 1.234893, 3.478177], [-4.910584, 2.371017, 1.679416], [-2.292778, -1.026584, 1.535867], [-3.595130, -2.183390, 3.281582]], "forces_ev_per_angstrom": [[-1.331, 3.352, -2.008], [1.105, -0.609, 0.284], [0.722, -0.929, -0.776], [-1.199, 0.250, 0.104], [0.197, 0.116, 0.144], [-1.015, -1.020, -0.249], [-0.606, -1.347, -1.628], [-0.009, 0.047, -0.199], [-0.017, 0.098, -0.057], [-0.037, 0.165, 0.214], [0.044, 0.057, 0.021], [0.323, -0.162, 0.144], [0.257, -0.314, 1.583], [0.977, -0.447, 2.308], [0.392, 0.329, -0.081], [-0.193, 0.229, -0.055], [0.520, 0.678, 0.371], [-0.178, -0.407, 0.054], [0.197, -0.442, -0.341], [-0.249, 0.533, -0.018], [-0.308, 0.007, 0.075], [0.845, 0.186, -0.842], [-4.524, 1.606, -0.185], [3.346, -0.184, -1.446], [0.481, -0.752, -0.396], [0.509, 0.517, -0.619], [2.160, 0.708, -2.695], [-0.037, 1.377, 0.980], [-0.897, -1.101, -0.427], [-2.051, -2.246, 0.292], [-0.847, 1.582, 2.507], [-0.592, -0.548, 0.436], [1.462, -0.136, 1.555], [0.033, -0.638, -1.495], [-0.237, -0.498, 0.826], [0.027, 1.441, 0.042], [1.258, -1.249, 0.546], [-0.642, -0.554, 0.847], [0.637, 1.060, -1.120], [0.309, -0.718, 0.339], [-0.338, -0.357, 0.066], [-0.459, -0.161, 0.263], [-0.808, 0.342, 0.158], [-0.477, 0.537, 0.045], [0.164, -1.128, 0.917], [1.047, -0.552, 0.171], [0.754, 1.299, -1.287], [-0.020, -0.200, 0.251], [-0.121, -0.444, 0.207], [-0.388, 0.436, 0.065], [-0.189, 0.193, 0.108]], "lumo_ha": [0.10383, 0.02488], "s_squared": 6.0466, "spin_multiplicity": 5, "homo_lumo_gap_ev": [4.92, 4.86], "total_charge": -1, "homo_energy_ev": [-2.10, -4.18]}